[1]
{"formula": "C5H9NS2", "method": "wB97M-V/def2-TZVPD", "species": ["C", "C", "C", "C", "C", "H", "H", "H", "H", "H", "H", "H", "H", "H", "N", "S", "S"], "positions_angstrom": [[-1.412, 1.640, 0.366], [0.045, 1.364, 0.610], [0.678, 0.579, -0.536], [0.462, -1.897, -1.062], [0.417, -1.041, 1.159], [-1.956, 0.706, 0.138], [-1.520, 2.295, -0.528], [-1.870, 2.105, 1.214], [0.607, 2.293, 0.815], [1.746, 0.775, -0.636], [0.207, 0.705, -1.519], [-0.474, -2.491, -0.977], [1.336, -2.534, -0.829], [0.484, -1.534, -2.078], [0.489, -0.808, -0.151], [0.413, -2.544, 1.882], [0.347, 0.385, 2.131]], "atomic_forces_ev_per_a": [[-0.387, -0.223, -1.190], [0.818, 1.224, 0.208], [0.022, -0.516, 0.134], [0.060, -1.165, -0.321], [0.071, -1.550, 0.799], [0.207, 0.283, 0.197], [0.020, -0.276, 0.598], [-0.335, 0.315, 0.445], [-0.354, -0.199, -0.470], [0.149, 0.176, -0.012], [-0.066, 0.422, 0.330], [0.632, 0.251, 0.275], [-0.519, -0.060, -0.465], [0.307, 0.209, -0.268], [-0.513, 0.503, 0.703], [-0.025, 0.295, -0.272], [-0.087, 0.310, -0.692]], "total_energy_ha": -1047.048317, "orbital_gap_ev": 8.7, "e_above_lowest_kcal_mol": 0.0, "multiplicity": 1}

---

[2]
{"formula": "C13H19N5O3", "method": "wB97M-V/def2-TZVPD", "species": ["C", "C", "C", "N", "C", "N", "C", "C", "C", "O", "N", "C", "O", "N", "C", "H", "H", "H", "C", "H", "H", "H", "N", "H", "C", "H", "C", "O", "C", "H", "H", "H", "H", "H", "H", "H", "H", "H", "H", "H"], "positions_angstrom": [[-3.941, 1.763, -1.004], [-3.263, 0.647, -0.822], [-2.541, 0.330, 0.458], [-1.111, 0.324, 0.254], [-0.341, -0.602, -0.370], [0.932, -0.240, -0.471], [0.984, 0.986, 0.095], [-0.260, 1.380, 0.554], [-0.486, 2.622, 1.208], [-1.540, 3.042, 1.658], [0.701, 3.365, 1.295], [1.961, 3.004, 0.846], [2.913, 3.742, 0.988], [2.082, 1.773, 0.234], [3.366, 1.326, -0.257], [4.100, 2.091, -0.009], [3.318, 1.184, -1.337], [3.628, 0.378, 0.212], [0.628, 4.668, 1.934], [1.291, 4.693, 2.799], [-0.404, 4.824, 2.240], [0.941, 5.441, 1.234], [-0.846, -1.750, -0.894], [-1.734, -2.042, -0.508], [0.061, -2.823, -1.234], [0.954, -2.370, -1.666], [0.469, -3.654, -0.001], [1.460, -4.612, -0.259], [1.035, -5.717, -1.018], [1.850, -6.438, -0.986], [0.134, -6.171, -0.588], [0.837, -5.450, -2.061], [0.904, -2.981, 0.743], [-0.426, -4.136, 0.430], [-0.431, -3.452, -1.979], [-2.853, -0.647, 0.848], [-2.751, 1.100, 1.203], [-3.160, -0.084, -1.613], [-4.437, 1.985, -1.933], [-4.024, 2.501, -0.223]], "atomic_forces_ev_per_a": [[-0.104, 0.048, -0.041], [0.116, -0.141, 0.133], [-0.467, 0.004, -0.070], [0.424, -0.290, -0.029], [-0.075, 0.562, 0.244], [0.412, -0.151, -0.129], [-1.381, 0.118, 0.337], [0.824, 0.061, -0.172], [0.031, -0.399, -0.169], [-0.227, 0.022, 0.043], [-0.047, 0.220, 0.105], [0.093, -0.118, -0.071], [0.185, 0.232, 0.063], [0.028, -0.028, -0.001], [0.296, -0.033, -0.082], [-0.075, -0.117, -0.043], [0.053, -0.012, 0.014], [0.041, 0.014, -0.033], [-0.044, 0.263, 0.135], [-0.026, 0.038, -0.047], [0.135, 0.003, -0.029], [0.001, -0.013, 0.064], [-0.471, -0.163, 0.190], [0.053, 0.071, -0.069], [0.320, -0.428, 0.046], [-0.068, -0.137, -0.064], [-0.092, 0.269, -0.049], [0.132, 0.084, -0.012], [0.000, -0.028, -0.029], [-0.074, -0.052, -0.066], [0.009, -0.007, -0.011], [-0.007, -0.041, 0.014], [-0.151, -0.007, -0.024], [0.067, 0.066, -0.006], [0.121, 0.064, -0.006], [0.047, 0.117, 0.049], [0.010, -0.198, -0.026], [-0.047, -0.028, -0.170], [-0.067, -0.009, -0.201], [0.025, 0.143, 0.211]], "total_energy_ha": -1006.303804, "orbital_gap_ev": 8.3, "e_above_lowest_kcal_mol": 23.7, "multiplicity": 1}

---

[3]
{"formula": "C5H5BrIN", "method": "wB97M-V/def2-TZVPD", "species": ["C", "C", "C", "C", "C", "N", "Br", "I", "H", "H", "H", "H", "H"], "positions_angstrom": [[-1.061, -0.733, -0.515], [-0.268, -1.574, 0.403], [0.532, 0.338, 1.440], [0.896, 1.253, 0.545], [-0.455, -0.021, -1.457], [0.449, -1.026, 1.283], [1.152, -0.626, -2.282], [-1.433, 1.534, -2.508], [-2.058, -0.462, -0.192], [-0.323, -2.652, 0.374], [0.262, 0.633, 2.449], [0.947, 2.284, 0.858], [1.360, 1.051, -0.397]], "atomic_forces_ev_per_a": [[0.262, 0.534, -0.234], [-0.180, 0.006, -0.210], [-0.127, 0.790, 0.131], [0.703, 0.511, 0.932], [-1.058, -0.604, -1.267], [0.487, -0.852, 0.369], [-0.090, 0.124, 0.160], [0.244, -0.376, 0.341], [-0.105, 0.056, -0.086], [-0.013, -0.286, -0.034], [-0.025, 0.142, -0.044], [-0.048, 0.126, 0.140], [-0.049, -0.170, -0.199]], "total_energy_ha": -3119.889878, "orbital_gap_ev": 9.0, "e_above_lowest_kcal_mol": 42.9, "multiplicity": 1}

---

[4]
{"formula": "C28H44BrN3O10P", "method": "wB97M-V/def2-TZVPD", "species": ["C", "C", "C", "C", "C", "O", "O", "C", "O", "C", "C", "O", "C", "C", "C", "C", "C", "O", "Br", "C", "C", "C", "C", "C", "C", "N", "P", "N", "C", "N", "C", "C", "O", "C", "C", "O", "H", "H", "H", "H", "H", "H", "H", "H", "H", "H", "H", "H", "H", "H", "H", "H", "H", "H", "H", "H", "H", "H", "H", "H", "H", "H", "H", "H", "H", "H", "H", "H", "H", "H", "H", "H", "C", "C", "O", "C", "O", "O", "C", "H", "H", "H", "H", "H", "H", "H", "H"], "positions_angstrom": [[2.473, 1.893, 4.044], [2.270, 0.947, 3.007], [0.835, 0.507, 2.449], [-0.084, -0.403, 3.314], [0.385, -0.928, 4.764], [0.479, -0.073, 5.680], [0.679, -2.313, 4.935], [2.016, -2.613, 4.425], [2.018, -3.115, 3.076], [2.824, -4.317, 2.992], [3.086, -4.834, 1.501], [3.634, -3.826, 0.613], [3.310, -4.254, -0.754], [4.031, -3.363, -1.878], [-1.484, -0.786, 2.683], [-2.418, -1.724, 3.574], [-1.977, -3.268, 3.615], [-2.354, -3.949, 4.611], [-0.903, -4.206, 2.248], [-1.854, -0.268, 1.234], [-3.298, -0.708, 0.696], [-3.366, -2.294, 0.305], [-4.827, -2.652, -0.330], [-4.965, -4.269, -0.351], [-6.048, -2.103, 0.563], [-0.909, 0.558, 0.466], [-1.413, 1.039, -1.195], [-1.814, -0.266, -2.067], [0.392, 0.978, 1.015], [1.350, 1.833, 0.310], [0.854, 3.198, 0.049], [0.420, 4.067, 1.354], [0.691, 3.749, -1.062], [2.007, 1.183, -0.840], [1.843, -0.433, -0.970], [2.722, 1.733, -1.707], [1.625, 2.147, 4.765], [3.471, 2.452, 4.153], [3.206, 0.457, 2.537], [2.432, -3.439, 5.121], [2.708, -1.703, 4.513], [3.849, -4.200, 3.510], [2.274, -5.173, 3.545], [2.152, -5.318, 1.010], [3.866, -5.679, 1.575], [3.586, -5.362, -0.938], [2.163, -4.112, -0.853], [4.877, -2.723, -1.455], [4.478, -4.012, -2.716], [3.265, -2.650, -2.362], [-3.531, -1.684, 3.326], [-2.323, -1.338, 4.663], [-4.012, -0.605, 1.605], [-3.734, -0.035, -0.114], [-2.512, -2.609, -0.384], [-3.322, -2.905, 1.290], [-4.833, -2.176, -1.371], [-5.793, -4.518, -1.102], [-3.950, -4.730, -0.609], [-5.345, -4.598, 0.693], [-6.025, -0.948, 0.660], [-7.082, -2.375, 0.153], [-5.931, -2.498, 1.641], [-2.523, 1.935, -1.038], [-0.377, 1.701, -1.923], [-2.810, -0.176, -2.334], [0.828, 3.619, 2.331], [-0.738, 4.000, 1.395], [0.668, 5.177, 1.237], [0.766, -0.758, -1.174], [2.459, -0.772, -1.889], [2.302, -0.969, -0.066], [0.899, 4.152, -4.155], [1.349, 4.355, -5.589], [0.583, 5.388, -6.221], [0.955, 6.647, -5.928], [1.866, 6.968, -5.204], [0.122, 7.486, -6.566], [0.357, 8.863, -6.278], [-0.180, 3.976, -4.112], [1.415, 3.300, -3.706], [1.102, 5.036, -3.547], [1.173, 3.440, -6.160], [2.419, 4.572, -5.649], [1.402, 9.132, -6.447], [0.064, 9.084, -5.249], [-0.263, 9.457, -6.951]], "atomic_forces_ev_per_a": [[-0.896, -1.564, -1.886], [0.252, 1.361, 1.157], [-1.519, -0.743, -0.439], [-1.644, 0.582, -4.070], [0.366, 2.444, 2.176], [-0.535, -3.892, -3.853], [0.244, 2.790, -1.276], [1.592, -1.171, 0.316], [0.480, 0.162, 1.283], [0.584, -1.434, -0.244], [-0.020, -0.446, 0.177], [-0.832, -1.275, -0.552], [-0.300, 0.342, -0.841], [-0.136, 0.244, -0.055], [2.652, 1.571, -1.227], [0.838, 0.612, -0.124], [-1.895, -2.503, 4.661], [1.736, 3.286, -4.783], [-0.751, 1.019, 0.592], [1.331, -0.524, 2.373], [0.107, -0.319, 0.829], [-1.080, 0.135, 0.598], [0.346, -0.275, 0.640], [-0.368, 1.195, -0.026], [0.631, 0.889, 0.316], [1.070, -0.234, 3.304], [-1.885, -2.606, -3.376], [0.048, 2.252, 1.341], [-0.083, -1.888, 4.228], [-1.747, -0.656, -1.945], [-1.281, 4.174, -0.927], [-0.599, -1.142, -0.048], [1.011, -3.007, 3.648], [2.396, -1.457, -3.295], [0.567, 0.324, -0.311], [-2.970, -0.929, 3.899], [1.185, 0.010, -1.403], [-1.479, -1.504, 0.114], [-1.814, 1.162, 0.215], [-0.906, 1.423, -0.953], [-1.191, -1.030, -0.175], [-1.539, 0.166, -0.820], [0.821, 1.226, -0.845], [1.215, 0.992, 1.025], [-1.166, 1.051, 0.131], [-0.452, 1.685, 0.569], [1.731, -0.528, -0.013], [-1.178, -0.972, -0.401], [-0.771, 0.924, 1.380], [1.264, -1.170, 0.720], [1.619, -0.082, 0.101], [-0.133, -0.851, -1.751], [1.314, 0.087, -1.456], [0.894, -0.969, 1.020], [-1.252, 0.532, 0.918], [0.201, 1.049, -1.648], [-0.236, -0.877, 1.301], [1.407, 0.031, 0.991], [-1.657, 0.368, 0.292], [0.885, 0.386, -1.706], [-0.117, -1.789, -0.301], [1.630, 0.178, 0.537], [-0.314, 0.403, -1.651], [0.949, 0.004, 0.459], [0.049, 0.043, 1.454], [0.647, -0.397, 0.284], [-0.491, 0.769, -1.543], [1.838, 0.098, -0.042], [-0.094, -1.822, -0.071], [1.390, 0.389, 0.529], [-1.027, 0.980, 1.592], [-0.938, 0.742, -1.080], [-0.042, 0.193, 0.137], [0.183, -0.436, 0.335], [0.126, 0.476, -0.157], [-0.101, -0.090, 0.082], [-0.389, -0.137, -0.344], [0.321, -0.421, 0.151], [0.012, 0.546, -0.023], [0.055, -0.087, -0.103], [0.016, 0.078, -0.041], [0.099, -0.118, -0.071], [-0.149, 0.280, -0.147], [-0.173, 0.180, 0.043], [-0.104, -0.127, 0.155], [0.180, -0.027, -0.053], [-0.023, -0.327, 0.008]], "total_energy_ha": -4924.715614, "orbital_gap_ev": 6.9, "multiplicity": 1, "total_charge": 1}

---

> Which value of multiplicity does entry 3 give?

1